Molecular formula: C3H7NO2
Method: DFT, ωB97M-V/def2-TZVPD

XYZ file:
```
13
Properties=species:S:1:pos:R:3:forces:R:3:mulliken_charge:R:1
C -0.989392 0.870919 -0.680750 -0.5 -3.1 1.5 -1.188
C -0.026790 0.236489 0.365249 1.6 -0.3 0.0 0.307
C 1.434773 -0.029101 -0.267890 -3.5 -0.8 3.7 -1.532
N -0.526758 -1.112055 0.805663 -0.9 -0.1 0.1 0.828
O -0.758171 -1.305698 1.972556 0.3 0.6 1.2 -0.584
O -0.743411 -1.955143 -0.020004 0.2 -0.6 -1.6 -0.547
H -1.708749 0.062813 -1.060843 1.1 1.3 0.5 0.334
H -1.521527 1.630929 -0.191425 -0.9 1.2 0.2 0.311
H -0.370163 1.199742 -1.452618 0.6 0.8 -1.4 0.369
H 0.144857 0.712600 1.386893 -0.6 0.0 -1.7 0.403
H 1.378712 -0.611714 -1.113552 0.0 -0.8 -2.1 0.426
H 1.839014 -0.604844 0.537973 1.1 -0.4 0.2 0.414
H 1.847606 0.905063 -0.281252 1.5 2.2 -0.7 0.458
```
Forces are in eV/Å.

Computed properties:
LUMO energy	0.02509	Ha
SMILES	CC(C)[N+](=O)[O-]
orbital gap	0.421	Eh
energy relative to the best compared isomer or geometry (same formula, charge and spin)	4.301	eV
HOMO energy	-10.8	eV